Entry 1:
C21H44BrN3O5S | the ωB97M-V functional and the def2-TZVPD basis

The geometry in XYZ format:
```
75
Properties=species:S:1:pos:R:3:lowdin_charge:R:1
C 4.90 -2.74 -1.14 -0.151
C 4.03 -1.98 -0.10 -0.729
Br 5.24 -1.15 1.22 0.676
C 3.09 -0.89 -0.70 -0.314
O 2.65 -1.16 -2.04 -0.326
S 1.72 -2.56 -2.11 0.980
O 1.63 -2.79 -3.57 -0.390
O 0.18 -2.17 -1.52 -0.376
N -0.05 -2.75 -0.27 -0.023
H 5.81 -3.17 -0.71 0.064
H 5.16 -2.02 -1.94 0.089
H 4.34 -3.58 -1.58 0.069
H 3.42 -2.72 0.44 0.075
H 3.59 0.09 -0.70 0.105
H 2.21 -0.80 -0.03 0.107
H 0.34 -3.69 -0.21 0.079
H 0.38 -2.17 0.44 0.075
C -5.48 -3.73 4.17 -0.043
C -4.02 -3.90 3.69 -0.494
C -3.27 -2.59 3.93 -0.135
C -3.74 -1.48 2.99 -0.176
C -3.67 -1.92 1.53 -0.128
C -4.29 -3.29 1.24 -0.489
N -3.95 -4.31 2.26 -0.071
O -2.73 -4.73 2.02 -0.021
C -5.82 -3.20 1.11 -0.038
C -3.83 -3.72 -0.17 -0.044
C -3.48 -5.02 4.60 -0.043
H -5.52 -3.75 5.26 0.086
H -5.93 -2.78 3.88 0.057
H -6.12 -4.54 3.81 0.094
H -2.19 -2.74 3.80 0.124
H -3.41 -2.27 4.97 0.123
H -4.75 -1.16 3.24 0.102
H -3.11 -0.60 3.14 0.112
H -4.15 -1.16 0.91 0.125
H -2.62 -1.92 1.23 0.109
H -6.26 -4.19 0.99 0.093
H -6.10 -2.60 0.24 0.084
H -6.30 -2.72 1.96 0.059
H -2.75 -3.68 -0.28 0.058
H -4.25 -3.06 -0.93 0.088
H -4.16 -4.73 -0.40 0.091
H -4.11 -5.91 4.52 0.090
H -3.48 -4.69 5.64 0.085
H -2.46 -5.31 4.36 0.077
C 1.11 4.04 -3.52 -0.041
C 1.48 3.77 -2.05 -0.489
C 0.97 4.94 -1.20 -0.134
C 1.77 6.22 -1.44 -0.177
C 3.26 5.99 -1.26 -0.131
C 3.82 4.75 -1.98 -0.494
N 2.94 3.56 -1.86 -0.062
O 3.14 3.06 -0.66 -0.028
C 4.07 5.04 -3.47 -0.037
C 5.23 4.48 -1.41 -0.046
C 0.70 2.49 -1.73 -0.041
H 0.05 3.88 -3.68 0.088
H 1.29 5.07 -3.84 0.058
H 1.65 3.37 -4.19 0.095
H 1.02 4.68 -0.13 0.126
H -0.09 5.12 -1.41 0.124
H 1.56 6.62 -2.44 0.103
H 1.43 6.99 -0.75 0.113
H 3.80 6.88 -1.60 0.125
H 3.46 5.91 -0.19 0.122
H 4.39 4.13 -3.99 0.093
H 4.86 5.78 -3.59 0.084
H 3.21 5.44 -3.99 0.060
H 5.23 4.41 -0.33 0.078
H 5.90 5.29 -1.68 0.086
H 5.64 3.55 -1.81 0.091
H 0.95 1.69 -2.44 0.089
H -0.37 2.67 -1.80 0.087
H 0.88 2.11 -0.72 0.075
```

Total charge: 0
LUMO energy (alpha / beta): 0.0126 / -0.0003 Eh
Strongest force on any atom: 3.18 eV/A
⟨S²⟩: 2.008
2S+1: 3
Highest occupied orbital energy (alpha / beta): -8.696 / -9.440 eV

=====

Entry 2:
C21H44CoGeINO2Si3 | the ωB97M-V functional and the def2-TZVPD basis

The geometry in XYZ format:
```
74
Properties=species:S:1:pos:R:3:lowdin_charge:R:1
Co 0.20 -0.50 0.37 0.125
C -1.50 4.47 1.75 -0.218
Si -0.39 3.19 0.92 0.383
C -0.35 3.66 -0.90 -0.193
C 1.31 3.32 1.69 -0.203
Ge -1.41 1.03 1.31 0.755
Si -3.18 0.74 -0.31 0.376
C -2.49 0.48 -2.02 -0.198
C -4.10 2.38 -0.25 -0.209
C -4.38 -0.63 0.12 -0.202
Si -2.21 1.11 3.58 0.371
C -2.67 -0.54 4.34 -0.213
C -0.94 1.93 4.69 -0.206
C -3.77 2.15 3.53 -0.211
H -1.12 5.47 1.54 0.036
H -1.54 4.35 2.83 0.009
H -2.52 4.42 1.37 0.015
H 0.09 4.66 -1.00 0.039
H -1.35 3.70 -1.32 0.018
H 0.25 2.98 -1.49 0.004
H 1.70 4.33 1.57 0.037
H 2.01 2.63 1.23 0.020
H 1.27 3.11 2.77 0.020
H -1.83 1.29 -2.31 0.023
H -3.31 0.43 -2.74 0.039
H -1.92 -0.45 -2.08 0.014
H -3.46 3.22 -0.53 0.009
H -4.52 2.58 0.74 0.014
H -4.94 2.35 -0.96 0.038
H -3.93 -1.61 -0.01 0.020
H -5.25 -0.57 -0.54 0.037
H -4.74 -0.55 1.15 0.027
H -1.86 -1.28 4.33 0.028
H -3.53 -0.98 3.84 0.029
H -2.94 -0.36 5.38 0.037
H -0.02 1.36 4.75 0.029
H -1.35 2.01 5.70 0.037
H -0.69 2.94 4.35 0.011
H -4.55 1.65 2.95 0.022
H -3.60 3.13 3.11 0.010
H -4.16 2.28 4.55 0.038
I 2.35 -1.30 1.81 0.983
C 0.51 -0.26 2.25 -0.743
H 0.82 0.72 2.61 -0.046
H -0.02 -0.80 3.02 -0.018
C 1.86 0.98 -2.79 0.026
C 1.21 0.46 -1.54 -0.647
O 1.35 1.05 -0.43 -0.117
O 0.50 -0.59 -1.58 -0.081
H 2.63 1.71 -2.55 0.091
H 1.09 1.46 -3.40 0.092
H 2.27 0.16 -3.36 0.089
C -0.42 -3.45 -2.97 -0.094
N 0.53 -4.19 -2.16 -0.263
C 1.74 -4.46 -2.92 -0.114
C 0.85 -3.50 -0.91 -0.209
C -0.35 -3.37 0.00 -0.225
C -1.04 -4.56 0.24 -0.046
C -2.12 -4.62 1.09 -0.084
C -2.54 -3.46 1.73 -0.096
C -1.86 -2.27 1.49 -0.171
C -0.76 -2.18 0.62 -0.159
H -0.68 -4.04 -3.85 0.083
H -0.03 -2.47 -3.30 0.076
H -1.34 -3.27 -2.40 0.082
H 1.49 -5.02 -3.82 0.081
H 2.42 -5.06 -2.32 0.082
H 2.26 -3.54 -3.22 0.085
H 1.33 -2.53 -1.10 0.077
H 1.60 -4.12 -0.40 0.120
H -0.69 -5.45 -0.26 0.114
H -2.64 -5.55 1.27 0.100
H -3.38 -3.46 2.41 0.102
H -2.21 -1.39 2.00 0.009
```

Total charge: 0
LUMO energy (alpha / beta): -0.0124 / -0.0062 Eh
Strongest force on any atom: 0.86 eV/A
⟨S²⟩: 0.796
Energy relative to the best compared isomer or geometry (same formula, charge and spin): 0.0 kcal/mol
2S+1: 2
Highest occupied orbital energy (alpha / beta): -8.085 / -8.094 eV

=====

Entry 3:
C21H44NO8PS7 | the ωB97M-V functional and the def2-TZVPD basis

The geometry in XYZ format:
```
82
Properties=species:S:1:pos:R:3:lowdin_charge:R:1
C -0.57 -1.90 0.89 -0.162
C 0.05 -1.99 -0.53 -0.499
S -1.20 -1.66 -1.85 0.889
C -0.81 0.07 -2.33 -0.415
C -1.67 0.98 -1.47 -0.219
C -1.26 1.89 -0.58 -0.273
P 0.51 2.17 -0.21 0.405
S 1.01 4.02 -0.64 0.132
C -2.36 2.68 0.13 -0.345
O -2.16 3.77 0.53 0.130
C -3.71 1.99 0.36 -0.177
N -4.47 2.38 1.51 0.096
C -4.11 1.06 -0.52 -0.067
C -5.44 0.34 -0.29 -0.073
C -6.08 -0.30 -1.54 -0.268
O -6.31 0.26 -2.55 0.087
C -3.19 0.81 -1.69 -0.312
O -3.53 0.47 -2.77 0.142
H 0.14 -2.41 1.57 0.027
H -0.67 -0.85 1.22 0.062
H -1.53 -2.44 0.95 0.066
H 0.44 -3.00 -0.73 0.052
H 0.84 -1.23 -0.64 0.062
H 0.26 0.31 -2.30 0.055
H -1.15 0.20 -3.37 0.089
H 0.78 1.88 1.16 -0.005
H 1.37 1.34 -0.96 -0.028
H -4.95 1.59 1.93 0.080
H -5.21 2.99 1.16 0.107
H -5.22 -0.50 0.41 0.128
H -6.18 0.96 0.24 0.120
H -6.41 -1.37 -1.45 0.127
C 0.32 9.89 -1.78 -0.274
S 0.49 8.24 -1.09 0.801
O 1.82 8.17 -0.42 -0.559
C 0.63 7.38 -2.66 -0.269
H 0.26 10.60 -0.96 0.047
H 1.20 10.12 -2.40 0.057
H -0.58 9.94 -2.38 0.051
H 1.48 7.78 -3.22 0.060
H -0.29 7.52 -3.23 0.055
H 0.78 6.32 -2.46 -0.001
C 2.65 7.60 2.57 -0.277
S 3.57 8.96 3.32 0.801
O 4.50 8.37 4.31 -0.566
C 2.17 9.64 4.23 -0.279
H 3.34 7.00 1.98 0.055
H 2.21 6.98 3.36 0.059
H 1.87 8.00 1.93 0.022
H 1.76 8.88 4.90 0.054
H 1.40 9.97 3.53 0.049
H 2.52 10.49 4.81 0.045
C 0.35 -6.62 3.20 -0.268
S -0.50 -5.07 2.89 0.833
O 0.54 -4.02 2.65 -0.574
C -1.10 -4.85 4.57 -0.263
H 0.85 -6.93 2.28 0.015
H 1.10 -6.48 3.99 0.065
H -0.37 -7.38 3.50 0.057
H -0.27 -4.83 5.26 0.060
H -1.78 -5.67 4.82 0.054
H -1.65 -3.91 4.62 0.050
C 4.19 -6.13 -0.12 -0.256
S 2.66 -5.56 0.64 0.796
O 1.63 -5.54 -0.43 -0.548
C 3.21 -3.87 0.90 -0.254
H 4.06 -7.18 -0.40 0.052
H 4.41 -5.54 -1.01 0.061
H 5.01 -6.05 0.60 0.053
H 3.49 -3.42 -0.06 0.062
H 4.05 -3.86 1.58 0.059
H 2.38 -3.31 1.33 0.019
C 0.92 -9.03 -4.96 -0.278
S 1.77 -7.60 -4.29 0.800
O 2.77 -8.10 -3.31 -0.564
C 0.37 -6.97 -3.36 -0.271
H 1.63 -9.61 -5.56 0.047
H 0.54 -9.66 -4.15 0.056
H 0.10 -8.70 -5.60 0.050
H 0.03 -7.72 -2.65 0.060
H -0.44 -6.70 -4.04 0.053
H 0.69 -6.08 -2.81 0.030
```

Total charge: 0
LUMO energy: -0.0353 Eh
Strongest force on any atom: 2.73 eV/A
Energy relative to the best compared isomer or geometry (same formula, charge and spin): 21.4 kcal/mol
2S+1: 1
Highest occupied orbital energy: -8.214 eV

=====

Please write out number 3 again, unchanged.
C21H44NO8PS7 | the ωB97M-V functional and the def2-TZVPD basis

The geometry in XYZ format:
```
82
Properties=species:S:1:pos:R:3:lowdin_charge:R:1
C -0.57 -1.90 0.89 -0.162
C 0.05 -1.99 -0.53 -0.499
S -1.20 -1.66 -1.85 0.889
C -0.81 0.07 -2.33 -0.415
C -1.67 0.98 -1.47 -0.219
C -1.26 1.89 -0.58 -0.273
P 0.51 2.17 -0.21 0.405
S 1.01 4.02 -0.64 0.132
C -2.36 2.68 0.13 -0.345
O -2.16 3.77 0.53 0.130
C -3.71 1.99 0.36 -0.177
N -4.47 2.38 1.51 0.096
C -4.11 1.06 -0.52 -0.067
C -5.44 0.34 -0.29 -0.073
C -6.08 -0.30 -1.54 -0.268
O -6.31 0.26 -2.55 0.087
C -3.19 0.81 -1.69 -0.312
O -3.53 0.47 -2.77 0.142
H 0.14 -2.41 1.57 0.027
H -0.67 -0.85 1.22 0.062
H -1.53 -2.44 0.95 0.066
H 0.44 -3.00 -0.73 0.052
H 0.84 -1.23 -0.64 0.062
H 0.26 0.31 -2.30 0.055
H -1.15 0.20 -3.37 0.089
H 0.78 1.88 1.16 -0.005
H 1.37 1.34 -0.96 -0.028
H -4.95 1.59 1.93 0.080
H -5.21 2.99 1.16 0.107
H -5.22 -0.50 0.41 0.128
H -6.18 0.96 0.24 0.120
H -6.41 -1.37 -1.45 0.127
C 0.32 9.89 -1.78 -0.274
S 0.49 8.24 -1.09 0.801
O 1.82 8.17 -0.42 -0.559
C 0.63 7.38 -2.66 -0.269
H 0.26 10.60 -0.96 0.047
H 1.20 10.12 -2.40 0.057
H -0.58 9.94 -2.38 0.051
H 1.48 7.78 -3.22 0.060
H -0.29 7.52 -3.23 0.055
H 0.78 6.32 -2.46 -0.001
C 2.65 7.60 2.57 -0.277
S 3.57 8.96 3.32 0.801
O 4.50 8.37 4.31 -0.566
C 2.17 9.64 4.23 -0.279
H 3.34 7.00 1.98 0.055
H 2.21 6.98 3.36 0.059
H 1.87 8.00 1.93 0.022
H 1.76 8.88 4.90 0.054
H 1.40 9.97 3.53 0.049
H 2.52 10.49 4.81 0.045
C 0.35 -6.62 3.20 -0.268
S -0.50 -5.07 2.89 0.833
O 0.54 -4.02 2.65 -0.574
C -1.10 -4.85 4.57 -0.263
H 0.85 -6.93 2.28 0.015
H 1.10 -6.48 3.99 0.065
H -0.37 -7.38 3.50 0.057
H -0.27 -4.83 5.26 0.060
H -1.78 -5.67 4.82 0.054
H -1.65 -3.91 4.62 0.050
C 4.19 -6.13 -0.12 -0.256
S 2.66 -5.56 0.64 0.796
O 1.63 -5.54 -0.43 -0.548
C 3.21 -3.87 0.90 -0.254
H 4.06 -7.18 -0.40 0.052
H 4.41 -5.54 -1.01 0.061
H 5.01 -6.05 0.60 0.053
H 3.49 -3.42 -0.06 0.062
H 4.05 -3.86 1.58 0.059
H 2.38 -3.31 1.33 0.019
C 0.92 -9.03 -4.96 -0.278
S 1.77 -7.60 -4.29 0.800
O 2.77 -8.10 -3.31 -0.564
C 0.37 -6.97 -3.36 -0.271
H 1.63 -9.61 -5.56 0.047
H 0.54 -9.66 -4.15 0.056
H 0.10 -8.70 -5.60 0.050
H 0.03 -7.72 -2.65 0.060
H -0.44 -6.70 -4.04 0.053
H 0.69 -6.08 -2.81 0.030
```

Total charge: 0
LUMO energy: -0.0353 Eh
Strongest force on any atom: 2.73 eV/A
Energy relative to the best compared isomer or geometry (same formula, charge and spin): 21.4 kcal/mol
2S+1: 1
Highest occupied orbital energy: -8.214 eV

=====

Q: Look up the 2S+1 of the third one.
A: 1

=====

Q: total charge of number 3 (C21H44NO8PS7)?
A: 0